Arrangement a

Here is a single C4H6N2O2 molecule from the Open Molecules 2025 dataset. Energies are from ωB97M-V/def2-TZVPD.

XYZ file:
```
14
Properties=species:S:1:pos:R:3:lowdin_charge:R:1
C 0.265 1.757 0.712 0.008
H 0.008 1.204 -1.459 0.149
O -2.360 0.178 -0.467 0.101
H 0.223 0.938 1.601 0.136
H -0.632 2.397 0.731 0.076
H 0.879 -2.179 0.124 0.202
N 0.584 -1.194 0.384 0.112
N 2.362 -0.245 -0.372 0.134
C 1.082 -0.238 -0.280 -0.596
O -0.903 -1.193 0.525 0.109
C 0.021 0.704 -0.524 -0.171
C -1.182 -0.086 -0.171 -0.462
H 1.329 2.278 0.788 0.122
H 2.557 0.737 -0.755 0.079
```

Values from the calculation:
SMILES string: [H]/N=C1/NOC(=O)[C@H]1C
E_HOMO, Ha: -0.3536
E_LUMO, eV: 0.7
Kohn-Sham gap, eV: 10.278

***

Arrangement b

Here is a single C4H6N2O2 molecule from the Open Molecules 2025 dataset. Energies are from ωB97M-V/def2-TZVPD.

XYZ file:
```
14
Properties=species:S:1:pos:R:3:lowdin_charge:R:1
H 1.086 -0.952 2.069 0.063
O -2.314 -0.902 0.113 -0.051
C -0.136 -0.267 0.659 -0.286
C 0.828 0.600 0.146 -0.018
H 0.129 -2.277 1.313 0.077
C -0.858 0.752 -1.392 0.144
C 0.154 -1.294 1.702 -0.005
O 1.261 1.767 -1.758 0.046
H 1.060 1.620 -2.756 0.177
N 0.377 1.070 -1.018 -0.247
H 1.803 0.401 0.386 0.107
H -0.521 -1.329 2.547 0.085
H -1.605 1.104 -2.008 0.077
N -1.264 -0.292 -0.003 -0.169
```

Values from the calculation:
SMILES string: Cc1cn(O)c[n+]1[O-]
E_HOMO (alpha / beta), Ha: -0.2738 / -0.2738
E_LUMO (alpha / beta), eV: 0.2 / 0.2
Kohn-Sham gap (alpha / beta), eV: 7.638 / 7.639

***

arrangement a is the most stable structure; the next one sits 0.1221 hartree above it.

***

Arrangement a

Here is a single C4H6N2O2 molecule from the Open Molecules 2025 dataset. Energies are from ωB97M-V/def2-TZVPD.

XYZ file:
```
14
Properties=species:S:1:pos:R:3:lowdin_charge:R:1
N 1.958 -0.178 -0.035 -0.407
H -2.544 -0.019 -0.002 0.113
H -1.840 -0.043 1.617 0.113
C -1.606 0.040 0.553 -0.237
H 0.709 -0.118 -1.708 0.148
C 0.647 0.066 -0.638 -0.094
O 2.654 0.790 0.164 0.090
C 0.026 1.376 -0.265 -0.138
H -0.118 -1.572 0.871 0.085
H -0.978 -1.672 -0.694 0.089
N -1.077 1.364 0.331 0.052
C -0.613 -1.018 0.085 -0.015
H 0.524 2.307 -0.483 0.115
O 2.259 -1.322 0.206 0.085
```

Values from the calculation:
SMILES string: O=[N+]([O-])[C@@H]1C=NCC1
E_HOMO, Ha: -0.3799
E_LUMO, eV: 0.1
Kohn-Sham gap, eV: 10.474

***

Arrangement b

Here is a molecular structure, C4H6N2O2 from the Open Molecules 2025 dataset. Energies are from ωB97M-V/def2-TZVPD.

XYZ file:
```
14
Properties=species:S:1:pos:R:3:lowdin_charge:R:1
H -3.130 1.671 0.458 0.209
O 2.515 -0.443 0.835 -0.121
H 0.004 -0.162 -2.488 0.085
N -2.106 1.451 1.099 0.054
H -1.693 2.091 1.907 0.143
H 1.441 -2.481 0.070 0.198
H 2.076 -0.967 -1.403 0.203
C 1.771 -1.192 -0.096 -0.286
C 0.522 -0.387 -0.284 -0.356
H 1.840 -0.867 1.742 0.252
C -1.329 0.742 0.134 -0.524
O -0.400 -0.098 0.624 0.060
N -1.403 0.659 -1.149 0.119
C -0.108 -0.015 -1.449 -0.035
```

Values from the calculation:
E_HOMO, Ha: -0.3106
E_LUMO, eV: 0.4
Kohn-Sham gap, eV: 8.836

***

Arrangement c

Here is a single C4H6N2O2 molecule from the Open Molecules 2025 dataset. Energies are from ωB97M-V/def2-TZVPD.

XYZ file:
```
14
Properties=species:S:1:pos:R:3:lowdin_charge:R:1
H -0.296 2.611 -0.778 0.145
H 1.376 2.242 -0.141 0.031
H -0.508 -1.482 -1.495 0.165
C 0.964 -0.763 0.778 -0.127
O 1.686 1.358 -0.063 -0.001
H -1.980 2.056 -0.666 0.076
N -1.026 1.802 -0.569 0.081
O -1.356 -1.859 -0.982 -0.056
C -1.241 -1.843 0.326 -0.131
H 0.403 -2.768 1.249 0.114
C -0.723 0.720 0.143 -0.166
N 0.511 0.477 0.374 -0.119
C 0.166 -1.789 0.797 -0.139
H 2.025 -0.761 1.029 0.126
```

Values from the calculation:
E_HOMO, Ha: -0.2886
E_LUMO, eV: 0.2
Kohn-Sham gap, eV: 8.101

***

arrangement a is the most stable structure; the next one sits 0.0639 hartree above it.

***

Arrangement a

Here is a single C4H6N2O2 molecule from the Open Molecules 2025 dataset. Energies are from ωB97M-V/def2-TZVPD.

XYZ file:
```
14
Properties=species:S:1:pos:R:3:lowdin_charge:R:1
H -1.962 2.120 0.914 0.139
O 0.208 0.950 -0.608 -0.029
N 1.511 0.583 -0.809 -0.013
N 0.463 -1.584 -0.705 0.024
H -2.630 0.426 1.110 0.115
C -0.580 0.277 0.262 -0.432
O -0.669 -1.144 -0.129 -0.059
H -0.867 -0.392 2.678 0.155
C -1.737 1.014 0.885 -0.065
H 2.400 -1.254 -1.375 0.112
H 0.025 1.057 2.423 0.114
C -0.735 0.446 1.809 -0.099
H 2.055 1.121 -1.597 0.194
C 1.527 -0.823 -0.898 -0.155
```

Values from the calculation:
SMILES string: C1=NOC2(CC2)ON1
E_HOMO, Ha: -0.3079
E_LUMO, eV: 0.8
Kohn-Sham gap, eV: 9.142

***

Arrangement b

Here is 2 unconnected molecules or ions with the total composition C4H6N2O2 from the Open Molecules 2025 dataset. Energies are from ωB97M-V/def2-TZVPD.

XYZ file:
```
14
Properties=species:S:1:pos:R:3:lowdin_charge:R:1
H -0.768 -1.886 -1.034 -0.014
C -1.480 1.673 -0.485 -0.066
H 1.184 -2.145 0.254 0.071
O 0.006 -0.923 1.099 -0.036
N 0.613 0.936 -0.321 0.148
C -0.323 0.052 0.282 -0.429
H 2.156 -0.639 0.989 0.145
C -0.063 1.974 -0.617 -0.074
O -0.600 -1.032 -1.428 -0.158
N -1.599 0.613 0.225 0.157
H 0.470 2.788 -1.009 0.102
H 1.375 -2.107 1.891 0.074
C 1.323 -1.475 1.052 -0.019
H -2.294 2.173 -0.897 0.100
```

Values from the calculation:
E_HOMO, Ha: -0.3495
E_LUMO, eV: -1.4
Kohn-Sham gap, eV: 8.077

***

Arrangement c

Here is a single C4H6N2O2 molecule from the Open Molecules 2025 dataset. Energies are from ωB97M-V/def2-TZVPD.

XYZ file:
```
14
Properties=species:S:1:pos:R:3:lowdin_charge:R:1
C -1.241 -1.481 0.074 -0.340
N 1.781 0.175 0.558 -0.128
O -0.616 -0.693 -0.739 0.039
C -0.631 0.484 -0.006 -0.336
H 0.725 1.780 1.309 0.137
C -1.450 1.424 -0.384 0.111
H -1.184 -2.607 -0.131 0.178
C 0.690 0.719 0.867 -0.072
O -1.471 -1.046 1.174 0.084
H -2.227 1.167 -0.997 0.066
H 3.216 -0.969 -0.275 0.166
H 1.784 -0.402 -1.247 0.133
N 2.051 -0.808 -0.272 -0.044
H -1.425 2.256 0.069 0.005
```

Values from the calculation:
SMILES string: C=C(/C=N\N)OC=O
E_HOMO, Ha: -0.3142
E_LUMO, eV: 0.8
Kohn-Sham gap, eV: 9.390

***

Arrangement d

Here is a single C4H6N2O2 molecule from the Open Molecules 2025 dataset. Energies are from ωB97M-V/def2-TZVPD.

XYZ file:
```
14
Properties=species:S:1:pos:R:3:lowdin_charge:R:1
C -0.341 0.843 -0.542 -0.365
C 0.262 -0.596 -1.113 -0.045
N -0.777 0.279 0.657 -0.066
H -0.570 -1.040 -1.640 0.099
H 0.818 -2.316 0.140 0.111
C -0.013 -0.668 1.371 -0.389
H -1.494 2.055 1.010 0.108
N -0.438 1.981 -1.006 0.154
H 1.970 -0.863 0.498 0.146
O -0.216 -1.114 2.494 0.106
H 0.117 1.971 -1.890 0.089
H 1.149 -0.515 -1.737 0.086
C 0.903 -1.225 0.259 -0.055
O -1.371 1.207 1.499 0.021
```

Values from the calculation:
SMILES string: [H]/N=C1\CCC(=O)N1O
E_HOMO, Ha: -0.3532
E_LUMO, eV: 0.7
Kohn-Sham gap, eV: 10.324

***

arrangement d is the most stable structure; the next one sits 0.0615 hartree above it.

***

Arrangement a

Here is a single C4H6N2O2 molecule from the Open Molecules 2025 dataset. Energies are from ωB97M-V/def2-TZVPD.

XYZ file:
```
14
Properties=species:S:1:pos:R:3:lowdin_charge:R:1
O -1.278 -0.951 -0.030 -0.077
C -0.040 -0.454 0.024 -0.236
H -2.333 0.422 1.102 0.106
O 0.099 2.008 0.009 0.053
N 1.093 -1.370 0.017 0.116
N 1.981 0.688 0.046 0.111
H 0.903 2.529 -0.206 0.125
C 0.595 0.785 -0.024 -0.386
H 3.194 -1.002 0.141 0.109
C 2.211 -0.604 0.029 -0.222
H -3.173 -0.541 -0.265 0.117
H -2.021 0.821 -0.706 0.108
H 1.020 -2.371 -0.211 0.163
C -2.248 0.040 0.072 -0.086
```

Values from the calculation:
SMILES string: COc1[nH]cnc1O
E_HOMO, Ha: -0.2791
E_LUMO, eV: 0.9
Kohn-Sham gap, eV: 8.491

***

Arrangement b

Here is 2 unconnected molecules or ions with the total composition C4H6N2O2 from the Open Molecules 2025 dataset. Energies are from ωB97M-V/def2-TZVPD.

XYZ file:
```
14
Properties=species:S:1:pos:R:3:lowdin_charge:R:1
N 2.623 1.186 -0.865 0.177
H -2.206 -0.104 1.533 0.016
H -2.725 -1.680 2.170 0.008
O -0.234 1.362 -1.761 0.179
C -2.334 -1.159 1.302 -0.061
O 1.308 1.580 0.985 0.104
C 0.359 0.630 -1.011 -0.341
C 0.187 -0.725 -0.744 -0.111
H 2.531 0.883 -1.894 0.163
H 3.479 1.662 -0.584 0.128
H -3.103 -1.266 0.465 0.045
H -1.457 -1.671 0.840 -0.036
N 0.046 -1.782 -0.332 0.229
C 1.524 1.084 -0.104 -0.500
```

Values from the calculation:
SMILES string: N#CC(=O)C(N)=O.C
E_HOMO, Ha: -0.3855
E_LUMO, eV: -1.2
Kohn-Sham gap, eV: 9.307

***

Arrangement c

Here is 2 unconnected molecules or ions with the total composition C4H6N2O2 from the Open Molecules 2025 dataset. Energies are from ωB97M-V/def2-TZVPD.

XYZ file:
```
14
Properties=species:S:1:pos:R:3:lowdin_charge:R:1
C 0.691 -0.510 0.248 -0.363
H 1.727 -0.103 0.159 0.142
H -0.475 -2.301 0.058 0.239
O 1.568 1.103 -2.258 -0.135
H -1.795 1.059 1.781 0.150
O 0.583 -1.845 -0.268 -0.117
C 0.037 -0.369 1.546 -0.090
N -1.130 0.644 1.066 -0.081
H -0.727 0.862 -3.484 0.228
H -0.357 -1.457 2.006 0.166
C -0.055 0.662 -0.709 -0.264
N -1.079 1.073 -0.162 0.017
H 0.817 0.289 2.229 0.160
C 0.195 0.892 -2.213 -0.053
```

Values from the calculation:
E_HOMO, Ha: -0.3199
E_LUMO, eV: 0.0
Kohn-Sham gap, eV: 8.738

***

arrangement a is the most stable structure; the next one sits 0.0237 hartree above it.

***

Arrangement a

Here is a single C4H6N2O2 molecule from the Open Molecules 2025 dataset. Energies are from ωB97M-V/def2-TZVPD.

XYZ file:
```
14
Properties=species:S:1:pos:R:3:lowdin_charge:R:1
H 1.260 1.490 0.248 0.146
H -1.429 3.012 2.129 0.145
H -1.231 -1.468 -0.318 0.209
N -0.780 1.120 1.059 0.016
C 0.735 -0.441 -0.317 -0.237
O 0.550 2.946 1.183 -0.153
H -1.638 0.539 1.084 0.111
C 0.561 0.541 0.459 -0.095
N 0.001 -1.709 -0.346 -0.013
C -0.705 2.518 1.379 -0.193
H 1.686 -0.289 -0.895 0.131
O 1.230 -2.331 -2.419 0.022
C 0.260 -2.580 -1.683 -0.195
H -0.500 -3.348 -1.563 0.106
```

Values from the calculation:
SMILES string: O=CN/C=C\NC=O
E_HOMO, Ha: -0.3282
E_LUMO, eV: 0.3
Kohn-Sham gap, eV: 9.248

***

Arrangement b

Here is a single C4H6N2O2 molecule from the Open Molecules 2025 dataset. Energies are from ωB97M-V/def2-TZVPD.

XYZ file:
```
14
Properties=species:S:1:pos:R:3:lowdin_charge:R:1
C -0.966 1.266 -0.450 -0.049
N -1.325 -0.141 1.642 -0.110
H 1.588 0.595 0.643 0.147
C 0.223 1.038 -1.147 -0.042
O 0.882 -1.106 -0.001 -0.189
N -1.800 -0.673 2.632 0.066
H -1.912 1.757 -0.850 0.128
H 1.058 -1.956 -1.755 0.107
H 0.601 1.410 -1.977 0.034
H -1.272 -1.488 2.914 0.052
O 0.337 -1.756 -1.125 -0.041
H 2.347 0.199 -0.959 0.131
C 1.330 0.192 -0.414 -0.205
C -1.090 0.664 0.847 -0.031
```

Values from the calculation:
E_HOMO (alpha / beta), Ha: -0.2927 / -0.2926
E_LUMO (alpha / beta), eV: 0.3 / 0.3
Kohn-Sham gap (alpha / beta), eV: 8.267 / 8.266

***

arrangement a is the most stable structure; the next one sits 0.1005 hartree above it.